Here is 18 unconnected molecules or ions with the total composition H36O18 from the OMol25 dataset. Energies are from the ωB97M-V functional and the def2-TZVPD basis.

Cartesian coordinates (Å):
O1 -0.750 -2.741 2.906
H1 -0.662 -1.977 3.487
H2 -0.688 -2.190 2.015
O2 -4.238 -3.764 -1.006
H3 -3.874 -3.135 -0.393
H4 -5.171 -3.665 -0.811
O3 -1.835 -2.043 -1.303
H5 -1.576 -2.944 -1.080
H6 -2.612 -2.055 -1.921
O4 -1.536 1.221 -1.186
H7 -1.317 1.996 -1.718
H8 -1.395 1.401 -0.248
O5 -3.787 3.968 -2.536
H9 -3.871 3.152 -2.043
H10 -3.850 3.699 -3.451
O6 0.585 -1.668 -3.073
H11 0.551 -2.473 -3.578
H12 -0.300 -1.584 -2.706
O7 0.531 2.785 0.818
H13 0.883 1.876 1.028
H14 0.103 2.585 -0.033
O8 1.332 -5.040 -1.723
H15 0.875 -5.385 -0.974
H16 2.174 -4.663 -1.517
O9 -0.055 3.353 -2.388
H17 0.345 4.208 -2.055
H18 -0.531 3.530 -3.201
O10 2.849 3.728 1.413
H19 2.274 3.426 0.700
H20 2.318 3.565 2.183
O11 -1.177 0.911 3.230
H21 -1.309 0.402 2.441
H22 -1.958 1.020 3.762
O12 -1.043 -1.005 0.825
H23 -1.969 -1.107 1.011
H24 -0.814 -0.712 -0.054
O13 1.526 -1.185 -0.581
H25 1.616 -0.660 0.217
H26 1.982 -0.658 -1.250
O14 4.058 -0.540 1.717
H27 3.928 -1.179 2.408
H28 4.906 -0.621 1.287
O15 1.014 -5.129 3.820
H29 1.528 -5.416 3.069
H30 0.288 -4.656 3.459
O16 2.408 4.838 -1.088
H31 3.336 4.743 -0.770
H32 1.885 5.226 -0.310
O17 0.934 -3.759 0.627
H33 0.744 -2.917 0.235
H34 0.235 -4.337 0.355
O18 -0.332 6.079 -0.312
H35 -1.272 6.272 -0.201
H36 -0.332 5.236 -0.820

Output
HOMO energy in Eh: -0.38796
Strongest force on any atom in eV/A: 3.1
Calculated total energy in Eh: -1375.840363
Gap between HOMO and LUMO in eV: 10.201
Molar mass in Da: 324.3

These are the Löwdin partial charges, in e, on atoms 1 to 6: atom 1 (O): -0.110, atom 2 (H): 0.023, atom 3 (H): 0.036, atom 4 (O): -0.043, atom 5 (H): 0.008, atom 6 (H): 0.043



Here is a molecular structure, C30H21N4O6S3Tc from the OMol25 dataset. Energies are from the ωB97M-V functional and the def2-TZVPD basis.

Cartesian coordinates (Å):
Tc1 0.847 -0.300 0.498
S1 -3.499 -0.262 1.650
C1 -3.282 -1.725 0.730
C2 -4.217 -2.706 0.421
C3 -3.796 -3.781 -0.338
C4 -2.471 -3.878 -0.779
C5 -1.543 -2.905 -0.470
C6 -1.960 -1.817 0.292
N1 -1.177 -0.746 0.706
C7 -1.853 0.132 1.418
C8 -1.143 1.312 1.881
C9 -1.730 2.350 2.586
C10 -0.948 3.431 2.970
C11 0.400 3.462 2.641
C12 0.986 2.423 1.922
C13 0.222 1.338 1.525
H1 -5.240 -2.632 0.765
H2 -4.501 -4.560 -0.593
H3 -2.172 -4.734 -1.369
H4 -0.514 -2.983 -0.801
H5 -2.786 2.325 2.831
H6 -1.392 4.247 3.524
H7 1.009 4.305 2.942
H8 2.039 2.471 1.680
O1 2.354 -1.566 0.812
C14 2.045 -1.835 2.050
O2 1.068 -1.165 2.475
C15 2.783 -2.816 2.820
C16 2.402 -3.039 4.141
C17 3.069 -3.967 4.933
C18 4.115 -4.635 4.340
O3 4.900 -5.586 4.891
C19 5.900 -5.907 3.919
O4 5.562 -5.215 2.716
C20 4.501 -4.408 3.022
C21 3.855 -3.511 2.223
H9 1.574 -2.472 4.544
H10 2.789 -4.158 5.958
H11 5.900 -6.980 3.739
H12 6.871 -5.567 4.283
H13 4.147 -3.325 1.200
N2 7.539 -3.105 0.855
C22 6.698 -2.061 0.590
C23 6.240 -1.832 -0.717
C24 5.417 -0.762 -0.991
C25 5.023 0.089 0.036
C26 5.468 -0.120 1.335
C27 6.301 -1.185 1.610
S2 3.972 1.435 -0.325
O5 3.958 2.309 0.806
O6 4.276 1.924 -1.642
N3 2.455 0.773 -0.462
C28 1.894 0.573 -1.657
S3 2.316 0.836 -3.296
C29 0.811 0.085 -3.767
C30 0.080 -0.299 -2.712
N4 0.700 -0.024 -1.503
H14 7.678 -3.813 0.157
H15 7.684 -3.387 1.807
H16 6.555 -2.491 -1.517
H17 5.089 -0.574 -2.006
H18 5.169 0.563 2.120
H19 6.658 -1.342 2.621
H20 0.557 -0.003 -4.810
H21 -0.892 -0.766 -2.728

Output
HOMO energy (spin up / spin down) in Eh: -0.38520 / -0.38521
Strongest force on any atom in eV/A: 0.4
Calculated total energy in Eh: -3101.481148
Charge: +1
Gap between HOMO and LUMO (spin up / spin down) in eV: 6.052 / 6.157
Multiplicity: 2
Molar mass in Da: 727.7

These are the Löwdin partial charges, in e, on atoms 1 to 6: atom 1 (Tc): 1.641, atom 2 (S): 1.193, atom 3 (C): -0.435, atom 4 (C): -0.066, atom 5 (C): -0.062, atom 6 (C): -0.059



Here is a molecular structure, C29H30F5O6W from the OMol25 dataset. Energies are from the ωB97M-V functional and the def2-TZVPD basis.

Cartesian coordinates (Å):
C1 0.308 -0.788 -4.285
C2 0.074 -1.456 -2.923
C3 -0.054 0.707 -4.119
C4 -0.930 0.747 -2.862
H1 -0.610 1.043 -5.001
H2 0.868 1.293 -4.041
C5 -1.145 -0.707 -2.375
H3 0.972 -1.273 -2.323
H4 -0.070 -2.532 -3.059
C6 -1.216 -0.563 -0.875
H5 -2.049 -1.151 -2.828
H6 -1.914 1.180 -3.110
C7 -0.347 1.486 -1.589
C8 1.696 -1.076 -4.798
C9 -0.538 -1.391 -5.402
O1 -1.028 -0.798 -6.345
O2 2.614 -1.417 -4.065
O3 1.788 -1.034 -6.135
O4 -0.601 -2.728 -5.260
C10 -0.994 -3.384 -6.470
H7 -0.682 -4.417 -6.339
H8 -0.467 -2.929 -7.314
H9 -2.077 -3.298 -6.632
C11 3.110 -1.327 -6.566
H10 3.856 -0.744 -6.010
H11 3.118 -1.077 -7.620
H12 3.323 -2.388 -6.405
O5 -0.334 0.488 -0.448
H13 -0.930 -1.449 -0.299
H14 -2.251 -0.291 -0.620
C12 -1.333 2.576 -1.245
C13 1.086 1.986 -1.735
H15 1.137 2.739 -2.532
H16 1.784 1.166 -1.955
H17 1.390 2.459 -0.798
H18 -1.037 3.077 -0.320
H19 -2.339 2.148 -1.142
H20 -1.377 3.316 -2.051
W1 -0.220 -0.128 2.675
C14 -2.143 -0.356 4.082
C15 -2.734 -0.256 2.787
C16 -2.348 -1.404 2.041
H21 -3.381 0.560 2.460
C17 -1.456 -2.185 2.832
C18 -1.339 -1.546 4.114
H22 -0.859 -1.963 4.995
H23 -2.370 0.284 4.921
H24 -2.706 -1.659 1.048
H25 -1.023 -3.145 2.559
C19 2.133 0.474 2.849
C20 1.773 -0.468 3.872
C21 1.425 -1.700 3.229
H26 1.864 -0.322 4.940
C22 1.489 -1.495 1.811
C23 1.955 -0.156 1.581
H27 2.144 0.294 0.614
H28 2.521 1.474 3.016
H29 1.243 -2.641 3.740
H30 1.269 -2.228 1.042
F1 0.247 3.902 8.735
C24 0.112 3.233 7.576
C25 0.096 3.930 6.369
F2 0.193 5.275 6.383
C26 -0.011 3.225 5.178
F3 -0.006 3.878 3.991
C27 -0.122 1.821 5.184
O6 -0.249 1.171 4.038
C28 -0.119 1.146 6.413
F4 -0.227 -0.217 6.453
C29 0.007 1.840 7.599
F5 0.041 1.172 8.769

Output
HOMO energy (spin up / spin down) in Eh: -0.01133 / -0.05652
Strongest force on any atom in eV/A: 6.9
Calculated total energy in Eh: -2140.753176
Charge: -1
Gap between HOMO and LUMO (spin up / spin down) in eV: 2.400 / 3.628
Multiplicity: 3
Molar mass in Da: 753.4

These are the Löwdin partial charges, in e, on atoms 1 to 6: atom 1 (C): -0.248, atom 2 (C): -0.044, atom 3 (C): -0.032, atom 4 (C): -0.167, atom 5 (H): 0.122, atom 6 (H): 0.112



Here is 5 unconnected molecules or ions with the total composition CH12O5 from the OMol25 dataset. Energies are from the ωB97M-V functional and the def2-TZVPD basis.

Cartesian coordinates (Å):
C1 -2.548 -1.328 3.852
O1 -1.337 -0.431 3.456
H1 -3.318 -0.629 4.117
H2 -2.066 -2.066 4.489
H3 -2.756 -1.710 2.858
H4 -1.704 0.378 3.827
H5 -1.631 0.986 -2.481
H6 -0.756 1.608 -3.441
O2 -0.796 0.784 -2.935
H7 2.963 2.128 -2.761
H8 1.629 2.480 -2.066
O3 2.456 2.875 -2.392
H9 -1.408 -1.137 1.003
H10 -0.632 -1.652 -0.286
O4 -1.015 -1.894 0.559
H11 2.860 -1.028 -1.253
H12 3.891 -0.040 -1.791
O5 2.962 -0.281 -1.850

Output
HOMO energy in Eh: -0.39014
Strongest force on any atom in eV/A: 4.4
Calculated total energy in Eh: -421.434475
Gap between HOMO and LUMO in eV: 11.079
Molar mass in Da: 104.1
SMILES: CO.O.O.O.O

These are the Löwdin partial charges, in e, on atoms 1 to 6: atom 1 (C): -0.044, atom 2 (O): -0.179, atom 3 (H): 0.069, atom 4 (H): 0.081, atom 5 (H): 0.057, atom 6 (H): 0.040